Record 1
Here is a structure of composition C27H49ClN4PtSi from the Open Molecules 2025 dataset. Energies are from ωB97M-V/def2-TZVPD.

```
! wB97M-V def2-TZVPD RIJCOSX def2/J DEFGRID3
* xyz -2 5
Pt -0.09698 0.18753 -0.16194
Cl 1.33366 1.80849 -1.20039
C -4.25762 -0.13408 -0.22995
C -2.08200 0.08161 -0.69287
N -3.12025 0.59103 0.02657
H -4.60338 -1.73953 -1.66024
N -2.64687 -0.82346 -1.54048
H -5.18361 0.07111 0.26984
C -3.07465 1.58582 1.12073
C -4.41970 2.30183 1.21271
C -2.79946 0.88038 2.44607
H -5.22574 1.65509 1.57852
H -4.32592 3.12212 1.93594
H -4.70844 2.74114 0.25081
H -1.97169 3.33828 1.60895
H -2.24646 3.11496 -0.14285
H -1.96152 0.17627 2.36080
C -2.00360 2.60280 0.79481
H -3.68426 0.32139 2.78016
H -2.56641 1.63203 3.21326
H -0.99125 2.15571 0.70288
C -3.96051 -1.02188 -1.19278
C -1.45374 -2.93414 -1.79884
H -2.30276 -3.55848 -1.49263
H -0.82141 -3.51125 -2.48849
C -1.95085 -1.68085 -2.50838
H -0.32096 -1.50328 -3.87413
C -2.92244 -2.07128 -3.61791
H -3.40820 -1.19273 -4.06383
H -0.87990 -2.67336 -0.89934
H -0.03078 -0.63864 -2.34092
H -3.69315 -2.77416 -3.27737
H -2.35803 -2.58160 -4.41060
C -0.80264 -0.89091 -3.09919
H -1.17157 0.04333 -3.53989
C 4.88675 2.14063 0.30242
N 3.52260 2.37134 0.32487
H 6.12582 1.12730 -1.15577
N 3.97255 1.23915 -1.47109
H 5.56869 2.53596 1.03190
C 2.84280 3.00250 1.49422
C 3.91972 3.64777 2.34957
C 1.85554 4.06100 1.05224
H 4.46501 4.42143 1.78920
H 3.43712 4.12802 3.20951
H 4.62824 2.90966 2.75058
H 1.62885 2.35670 3.13399
H 2.84649 1.16751 2.62126
H 1.02581 3.63316 0.48468
C 2.12771 1.91289 2.26490
H 2.34957 4.84153 0.46422
H 1.44860 4.53251 1.95678
H 1.36418 1.41143 1.63871
C 5.16505 1.44896 -0.79828
C 3.18229 1.14869 -3.83223
H 3.69805 2.08964 -4.06260
H 3.21451 0.51717 -4.73259
C 3.90140 0.41001 -2.71829
H 3.23087 -1.54862 -3.26725
C 5.32310 0.11710 -3.15253
H 5.86772 -0.46772 -2.40078
H 2.13302 1.34484 -3.59246
H 2.16936 -0.73609 -2.08938
H 5.87751 1.03807 -3.37523
H 5.29629 -0.49439 -4.06297
C 3.21236 -0.89516 -2.38589
H 3.75269 -1.39838 -1.57675
C 2.97188 1.72211 -0.71479
C -3.33903 -2.72520 3.62187
Si -1.86648 -3.46577 2.73622
C -0.71830 -4.26246 3.98124
C -2.50396 -4.71622 1.49837
C -0.99636 -2.13480 1.76588
C -0.55609 -1.21888 1.01631
H -4.02293 -3.49963 3.99510
H -3.90362 -2.08640 2.93113
H -3.02672 -2.11278 4.47741
H -1.19068 -5.14646 4.43241
H 0.21991 -4.58205 3.50801
H -0.46880 -3.55799 4.78816
H -3.01341 -4.18857 0.67888
H -1.69156 -5.31076 1.05837
H -3.22101 -5.41008 1.96141
*
```

Summary:
⟨S²⟩ = 6.01
Gap between HOMO and LUMO (alpha / beta) = 1.81 / 7.67 eV
LUMO energy (alpha / beta) = 4.1 / 4.2 eV
HOMO level (alpha / beta) = 0.085 / -0.127 hartree

Atomic partial charges in e from the Mulliken method, atoms 1 to 4: atom 1 (Pt): -0.188, atom 2 (Cl): -0.518, atom 3 (C): -0.731, atom 4 (C): -0.618



Record 2
Here is a cluster of 6 separate species, C42H104N8O8PS in total from the Open Molecules 2025 dataset. Energies are from ωB97M-V/def2-TZVPD.

```
! wB97M-V def2-TZVPD RIJCOSX def2/J DEFGRID3
* xyz -1 1
C -0.24669 -3.68802 4.50451
C -0.28373 -3.06378 3.12456
C 0.63216 -1.73019 2.90191
O 2.01328 -1.87374 3.47419
P 3.10523 -1.40741 2.16127
S 2.71290 -3.22684 1.09251
C 4.55623 -2.46807 2.91910
C 6.01150 -2.14916 2.23591
C 7.28541 -2.16285 3.26791
C 6.30227 -3.36442 1.12410
C 3.97328 0.04087 3.01300
C 3.07607 1.25932 3.59312
N 2.51713 2.21770 2.51923
N 4.09004 2.16376 4.34038
N 2.06605 0.90914 4.66757
O 1.89852 -0.47442 1.24653
C 0.46480 -0.83772 1.51165
C -0.22092 0.60414 1.88373
C -0.07841 1.69848 0.63033
C -0.92695 3.10583 0.93556
C -0.79586 3.98446 -0.48058
C 0.70238 4.64947 -0.67580
C 1.08243 5.66060 0.57309
O 0.06782 6.69143 0.84575
C -0.57355 6.50498 2.15964
C -0.15465 -1.52684 0.16932
C 0.74237 -1.16034 -1.19452
C -1.73693 -1.28771 -0.12793
C -2.73920 -2.42359 0.58206
C -3.33596 -1.95280 2.03237
H 0.77773 -4.15440 4.89658
H -1.18849 -3.69595 5.20550
H -0.93283 -3.62674 2.33190
H 0.16473 -0.97244 3.69636
H 3.94705 -1.07517 1.01854
H 3.52758 -3.35764 -0.04434
H 4.55380 -2.44687 4.10409
H 4.31601 -3.60685 2.64960
H 6.07144 -1.15394 1.62381
H 7.23598 -1.32786 4.08587
H 7.39150 -3.25497 3.67886
H 8.25245 -1.92920 2.60806
H 5.68845 -3.12329 0.13255
H 7.45296 -3.40822 0.86041
H 5.98257 -4.42263 1.50654
H 4.70099 -0.29288 3.89908
H 4.71441 0.52159 2.20770
H 3.37256 2.70343 2.11927
H 1.95822 2.94346 3.02549
H 4.44165 1.65401 5.20212
H 4.90607 2.37936 3.72703
H 2.52029 0.69266 5.58150
H 1.30233 1.61574 4.75084
H 0.15164 1.09833 2.87429
H -1.39837 0.45912 2.01845
H 1.03246 1.94221 0.35559
H -0.58958 1.25388 -0.34859
H -2.07819 2.83696 1.02259
H -0.51468 3.69048 1.86426
H -1.61358 4.81757 -0.55861
H -0.95805 3.26894 -1.41852
H 1.51341 3.80560 -0.72076
H 0.80363 5.27177 -1.68347
H 2.06214 6.23922 0.23176
H 1.37544 4.99684 1.49263
H 0.12046 5.99817 2.96741
H -0.84313 7.57570 2.57372
H -1.57248 5.89529 2.09309
H -0.01228 -2.70559 0.29827
H 0.22534 -1.70686 -2.10878
H 1.84349 -1.60215 -1.13397
H 0.86401 -0.00960 -1.36644
H -2.14862 -0.21188 0.06713
H -1.88713 -1.47414 -1.29878
H -3.65655 -2.52990 -0.17130
H -2.22321 -3.48974 0.58418
H -2.48349 -1.40007 2.61206
H -4.26852 -1.24297 1.80430
H -3.70243 -2.94438 2.58306
C -7.37500 -2.08579 3.46349
C -6.45746 -1.69353 4.61790
C -7.19532 -1.55179 5.96895
O -7.94924 -0.34332 6.10320
C -9.23459 -0.38676 5.50156
N -5.74282 -0.45886 4.26017
H -7.99130 -1.25480 3.10993
H -6.78194 -2.42676 2.60658
H -8.03679 -2.90825 3.75059
H -5.71872 -2.49569 4.73002
H -6.43912 -1.51348 6.76137
H -7.82102 -2.42694 6.18088
H -9.69312 -1.37675 5.57548
H -9.17229 -0.06609 4.46129
H -9.87561 0.32681 6.02662
H -5.06506 -0.25004 4.99440
H -6.41537 0.31134 4.32952
C 4.78376 10.03525 3.15316
C 4.26836 8.62899 2.86132
C 5.26730 7.76167 2.06150
O 5.33033 8.07270 0.66647
C 6.16585 9.17655 0.35122
N 2.97082 8.72972 2.17624
H 4.74755 10.69057 2.27873
H 4.17218 10.50985 3.92970
H 5.81384 10.00701 3.52058
H 4.10727 8.13718 3.82772
H 4.92471 6.72188 2.11343
H 6.26753 7.78030 2.51040
H 7.03942 9.23504 1.00639
H 5.59218 10.10306 0.38786
H 6.51734 9.04917 -0.67641
H 2.58748 7.79027 2.06420
H 3.15874 9.02763 1.21381
C 7.41791 -3.97803 -5.33099
C 8.33545 -3.58577 -4.17658
C 7.59759 -3.44403 -2.82554
O 6.84367 -2.23556 -2.69129
C 5.55832 -2.27901 -3.29293
N 9.05008 -2.35110 -4.53431
H 6.80161 -3.14704 -5.68456
H 8.01097 -4.31900 -6.18791
H 6.75611 -4.80049 -5.04389
H 9.07419 -4.38793 -4.06447
H 8.35378 -3.40572 -2.03312
H 6.97188 -4.31918 -2.61361
H 5.09979 -3.26899 -3.21900
H 5.62062 -1.95833 -4.33319
H 4.91730 -1.56543 -2.76786
H 9.72785 -2.14228 -3.80008
H 8.37754 -1.58090 -4.46496
C -4.29103 0.45297 -2.52805
C -4.15301 -0.86930 -3.27701
C -5.24097 -1.08216 -4.35445
O -6.51782 -1.46305 -3.83351
C -7.30741 -0.37751 -3.37077
N -4.13569 -1.96986 -2.30153
H -5.10217 0.44294 -1.79504
H -3.36939 0.67480 -1.97699
H -4.46370 1.28070 -3.22224
H -3.18364 -0.85087 -3.78863
H -4.92433 -1.91699 -4.99008
H -5.33314 -0.21013 -5.01277
H -7.16315 0.52496 -3.97121
H -7.09458 -0.18083 -2.31963
H -8.35817 -0.67161 -3.44292
H -3.95252 -2.84278 -2.79804
H -5.09462 -2.08625 -1.95911
C -7.18070 -5.98941 -8.37364
C -5.69159 -5.65861 -8.41263
C -5.18166 -4.96634 -7.12788
O -5.52873 -3.58196 -7.02859
C -6.83901 -3.34198 -6.53712
N -5.41444 -4.84941 -9.60907
H -7.81465 -5.11100 -8.52152
H -7.43262 -6.69913 -9.17058
H -7.45403 -6.45586 -7.42255
H -5.15240 -6.60813 -8.50987
H -4.08610 -4.99194 -7.14569
H -5.48893 -5.51063 -6.22697
H -7.14169 -4.07890 -5.78803
H -7.55004 -3.31586 -7.36332
H -6.84603 -2.35452 -6.06737
H -4.40608 -4.70714 -9.68006
H -5.77663 -3.90784 -9.42851
*
```

Summary:
Gap between HOMO and LUMO = 5.98 eV
LUMO energy = 2.0 eV
HOMO level = -0.148 hartree

Atomic partial charges in e from the Mulliken method, atoms 1 to 4: atom 1 (C): -0.875, atom 2 (C): -0.189, atom 3 (C): -0.386, atom 4 (O): -0.603



Record 3
Here is a structure of composition C29H45CuF3N3O2SbSi4Te from the Open Molecules 2025 dataset. Energies are from ωB97M-V/def2-TZVPD.

```
! wB97M-V def2-TZVPD RIJCOSX def2/J DEFGRID3
* xyz 0 2
Cu 0.34582 2.05133 -0.65109
C -3.00962 2.68358 -1.34804
C -2.71975 2.62888 0.12148
C -3.70154 2.98140 1.05530
C -3.51185 2.84056 2.40976
C -2.21476 2.34641 2.88666
C -1.08597 2.33198 1.84281
N -1.49174 2.18615 0.49214
Sb 0.26583 4.08678 1.98359
C -0.10057 4.81395 -0.03619
C -0.56062 6.11914 -0.15768
C -0.77236 6.65213 -1.41998
C -0.50077 5.87151 -2.52930
C -0.04656 4.57242 -2.34738
C 0.23583 3.65480 -3.49832
N 0.13416 4.06136 -1.12409
C 2.10124 3.07449 1.46084
C 3.24200 3.29165 2.21991
C 4.41149 2.62949 1.88285
C 4.41605 1.79869 0.77757
C 3.24856 1.63643 0.04291
C 3.19862 0.79939 -1.19672
N 2.11181 2.24590 0.40325
H -4.06364 2.89647 -1.52159
H -2.77139 1.73303 -1.83334
H -2.41748 3.45825 -1.84320
H -4.64368 3.35772 0.67448
H -4.28206 3.10152 3.12195
H -1.91902 2.81762 3.82735
H -0.75035 6.70760 0.73085
H -1.13959 7.66387 -1.53569
H -0.64538 6.25501 -3.53029
H 0.12236 4.16262 -4.45430
H -0.44942 2.80394 -3.46809
H 1.25004 3.25960 -3.42066
H 3.20613 3.96185 3.06859
H 5.31157 2.76785 2.46832
H 5.31266 1.27388 0.47684
H 4.13028 0.25678 -1.34860
H 3.01875 1.43610 -2.06645
H 2.37408 0.08829 -1.13184
C 3.01015 -1.84541 1.05239
Si 1.61343 -3.09119 1.12634
C 0.99353 -3.26333 2.88406
C 2.26831 -4.75855 0.54772
Si -0.18619 -2.56747 -0.27458
Te -0.97617 -0.14972 -0.42143
Si 0.20530 -3.05414 -2.52790
C 1.94253 -2.54082 -3.03142
C -1.01470 -2.11073 -3.60683
C 0.00079 -4.89934 -2.82149
Si -2.13069 -3.63938 0.47304
C -3.45539 -3.48566 -0.85242
C -2.73132 -2.80616 2.03752
C -1.80829 -5.46488 0.79446
H 3.77538 -2.09425 1.79283
H 2.64664 -0.84024 1.26787
H 3.47795 -1.84738 0.06604
H 1.81562 -3.48059 3.57101
H 0.26800 -4.07682 2.96107
H 0.50819 -2.34442 3.21178
H 3.07062 -5.09849 1.20842
H 2.66985 -4.70128 -0.46634
H 1.48339 -5.51897 0.55501
H 2.04659 -1.45473 -2.97983
H 2.15972 -2.84983 -4.05719
H 2.69802 -2.98304 -2.37881
H -0.87017 -1.03125 -3.50021
H -2.04929 -2.33936 -3.34322
H -0.87089 -2.36320 -4.66076
H 0.68253 -5.47481 -2.19091
H 0.20578 -5.15725 -3.86382
H -1.01747 -5.22033 -2.59002
H -3.63928 -2.43463 -1.08820
H -4.39590 -3.91907 -0.50212
H -3.17285 -3.99849 -1.77477
H -2.90244 -1.73988 1.87517
H -1.99943 -2.89067 2.84290
H -3.66917 -3.25147 2.38028
H -1.46268 -5.96690 -0.11250
H -2.71845 -5.96713 1.13166
H -1.04549 -5.60554 1.56409
F 0.09049 -0.18818 4.35471
C 0.30714 0.83623 3.51944
F 1.54872 0.70063 3.01503
F 0.32501 1.96570 4.27004
C -0.77138 0.90335 2.41604
O -2.05185 0.88136 3.04937
O -0.51335 -0.13268 1.59182
*
```

Summary:
⟨S²⟩ = 0.77
Gap between HOMO and LUMO (alpha / beta) = 5.37 / 7.14 eV
LUMO energy (alpha / beta) = 0.1 / 0.0 eV
Relative energy (zero: lowest compared OMol25 entry of this formula, charge and spin) = 0.000 eV
HOMO level (alpha / beta) = -0.195 / -0.261 hartree

Atomic partial charges in e from the Mulliken method, atoms 1 to 4: atom 1 (Cu): -0.559, atom 2 (C): -1.194, atom 3 (C): 0.192, atom 4 (C): -0.663



Record 4
Here is a structure of composition C23H41BGdNO4P2 from the Open Molecules 2025 dataset. Energies are from ωB97M-V/def2-TZVPD.

```
! wB97M-V def2-TZVPD RIJCOSX def2/J DEFGRID3
* xyz 0 8
C 3.29688 -0.47632 -2.86722
C 2.52405 -0.15242 -1.78574
N 1.28353 -0.63779 -1.72456
C 0.72645 -1.40983 -2.66124
C 1.46025 -1.73485 -3.76655
C 2.77126 -1.27106 -3.88942
C 3.00914 0.77579 -0.67526
P 2.18649 0.54565 0.97888
Gd 0.00965 -0.04149 0.03371
P -1.81349 -0.87977 -1.39241
C -0.67948 -1.96212 -2.39761
C -1.22968 0.71153 1.68936
C -0.98200 0.16781 2.88138
C -1.72344 0.65799 3.98061
C -2.67671 1.66551 3.78680
C -2.88048 2.17238 2.49951
C -2.12082 1.68204 1.41893
O 2.53273 3.89005 -1.01999
O 0.05899 3.80171 0.12467
H 4.32540 -0.09672 -2.92793
H 1.01386 -2.36882 -4.54556
H 3.37453 -1.52542 -4.76524
C 2.94493 -0.80012 1.79987
C 2.35115 2.00963 1.90371
H -1.18083 -2.20943 -3.34276
H -0.57993 -2.89170 -1.81058
H 2.80556 1.84455 -0.94645
H 4.09620 0.67305 -0.53563
C -2.99264 -1.89514 -0.61682
C -2.57772 0.27448 -2.46625
H -0.26411 -0.63454 3.07026
H -1.55896 0.24424 4.97828
H -3.25985 2.05039 4.63700
H -3.62450 2.95694 2.33064
H -2.30187 2.11065 0.42707
H -0.06724 2.86895 -0.19222
H -0.30352 3.79888 1.01944
H 1.68885 4.00218 -0.51132
H 2.25718 4.00945 -1.93367
H -0.14222 1.58662 -0.77259
H 3.97891 -0.52245 2.02084
H 2.41277 -1.01259 2.74553
H 2.92056 -1.72268 1.19872
H 3.42027 2.21284 2.03891
H 1.87185 2.86960 1.39947
H 1.86826 1.87431 2.87869
H -3.21793 -0.27830 -3.16041
H -3.19468 0.97854 -1.88113
H -1.84020 0.87113 -3.02565
H -3.61175 -2.35640 -1.39208
H -2.52215 -2.67001 0.01059
H -3.62353 -1.28198 0.04350
C 1.29667 -5.61796 1.67502
C 0.29454 -4.61938 1.16250
C -0.50504 -5.24051 0.00338
O 0.93992 -3.42708 0.65923
B 0.08813 -2.39254 1.02130
O -1.01197 -2.74065 1.82274
C -0.66330 -4.05824 2.32976
C -1.90393 -4.87025 2.55543
C 0.06857 -3.82830 3.66704
H 1.95760 -5.20001 2.43675
H 1.92761 -5.98344 0.85664
H 0.76483 -6.48631 2.10829
H 0.18411 -5.52170 -0.81169
H -1.01325 -6.14947 0.33223
H -1.25780 -4.55514 -0.41991
H -1.62508 -5.88788 2.89316
H -2.52787 -4.41944 3.33624
H -2.52991 -4.95958 1.66360
H 0.96389 -3.19777 3.57176
H -0.61268 -3.33098 4.37896
H 0.35209 -4.79026 4.10580
*
```

Summary:
⟨S²⟩ = 15.97
Gap between HOMO and LUMO (alpha / beta) = 5.90 / 6.12 eV
LUMO energy (alpha / beta) = 0.3 / 0.3 eV
HOMO level (alpha / beta) = -0.207 / -0.214 hartree

Atomic partial charges in e from the Mulliken method, atoms 1 to 4: atom 1 (C): -0.784, atom 2 (C): 0.592, atom 3 (N): 0.574, atom 4 (C): 0.770



Respective max |F| values: 4.5 4.4 0.2 4.3 eV/A.
Respective total energy values: -58394.555 -93649.439 -137503.722 -74279.718 eV.